The following is a DFT calculation (ωB97M-V/def2-TZVPD) of a cluster of 2 separate species, C6H16 in total in a non-equilibrium geometry.

Geometry as XYZ:
```
22
Properties=species:S:1:pos:R:3:forces:R:3
C -1.516989 -1.316181 -0.039246 0.7 0.0 1.5
C -2.002386 0.127352 0.173816 -0.5 0.2 0.2
C -1.449551 -2.093852 1.288081 -0.2 -0.3 -0.6
H -2.123250 -1.872077 -0.745494 -0.1 0.1 -0.2
H -0.480362 -1.300933 -0.397099 -0.5 -0.1 -0.3
H -2.987627 0.260619 -0.282422 0.2 0.3 -0.3
H -0.829899 -1.560822 2.000503 0.1 0.1 0.2
H -2.453034 -2.202209 1.691715 -0.2 0.0 0.3
H -1.260537 0.825838 -0.169930 -0.1 0.3 -0.9
H -2.136248 0.545140 1.187900 0.1 -1.1 0.1
H -1.031060 -3.103252 1.154254 -0.1 0.2 0.0
C 1.272796 0.739657 -0.972433 0.9 1.9 0.6
C 2.694384 0.339554 -0.637723 0.7 -1.4 0.8
C 0.931842 2.042997 -0.167043 -1.2 0.2 -1.0
H 1.121898 0.910834 -2.030511 0.2 0.3 -0.4
H 0.595194 -0.057694 -0.765946 -0.2 -0.2 0.6
H 3.415135 1.154817 -0.585736 -0.1 0.1 -0.4
H 0.798700 1.851182 0.875656 0.2 -0.5 0.9
H 1.583809 2.925334 -0.243126 0.4 -0.7 -0.3
H 3.103047 -0.492222 -1.216267 0.0 0.3 -0.8
H 2.807038 -0.173963 0.338394 -0.6 0.6 0.1
H -0.052899 2.449883 -0.457343 0.1 -0.2 -0.2
```
Positions in Å, forces in eV/Å.

Properties
**ΔE to the lowest compared entry with this formula, charge and spin**: 14.41 kcal/mol
**Total charge**: -1
**E**: -6479.3231 eV
**Gap between HOMO and LUMO (spin up / spin down)**: 2.6 / 11.5 eV
**M**: 88.19 g mol⁻¹
**LUMO energy (spin up / spin down)**: 4.1 / 4.1 eV
**2S+1**: 2


The following is a DFT calculation (ωB97M-V/def2-TZVPD) of a cluster of 2 separate species, C3H8O3 in total in a non-equilibrium geometry.

Geometry as XYZ:
```
14
Properties=species:S:1:pos:R:3:forces:R:3
C -1.023190 -0.270976 -0.726014 0.7 0.8 -0.1
O -1.865079 0.475597 -1.607234 -0.3 -0.4 0.4
C -1.360345 -0.169342 0.757586 -1.5 0.6 -1.0
H -0.079676 0.277966 -0.835599 0.0 -0.6 0.0
H -0.889995 -1.295129 -1.067857 -0.1 -0.2 -0.1
H -2.773995 0.234781 -1.416500 -0.2 0.0 -0.1
H -1.488023 0.896902 0.890409 0.3 0.4 0.5
H -0.522098 -0.534912 1.316938 0.1 -0.3 0.6
H -2.358652 -0.575057 1.053326 0.9 -0.3 -0.2
O 1.857772 1.676034 0.095827 -0.9 -0.2 -0.3
C 2.404171 0.662318 0.332120 1.8 -2.2 1.1
O 1.975214 -0.654973 0.226565 -1.4 1.2 -0.9
H 3.390913 0.519936 0.801895 0.4 1.1 -0.1
H 2.732984 -1.243147 0.178539 0.2 0.1 0.2
```
Positions in Å, forces in eV/Å.

Properties
**ΔE to the lowest compared entry with this formula, charge and spin**: 35.23 kcal/mol
**E**: -9382.2741 eV
**Gap between HOMO and LUMO**: 10.5 eV
**M**: 92.09 g mol⁻¹
**LUMO energy**: 0.4 eV
**2S+1**: 1
**SMILES**: O=CO.CCO


The following is a DFT calculation (ωB97M-V/def2-TZVPD) of the molecule C5H8O.

Geometry as XYZ:
```
14
Properties=species:S:1:pos:R:3:forces:R:3
C -1.996941 0.493030 0.151175 0.0 0.0 0.0
C -0.721253 -0.313328 0.157008 -0.3 -0.1 0.5
C -0.255010 -0.943527 1.344054 0.0 0.0 -0.4
C 1.962661 -0.021638 -0.194126 0.1 0.0 0.0
C 0.506949 0.247895 -0.544833 0.3 0.2 0.0
O -0.253644 -0.745932 -1.153486 0.1 -0.1 -0.1
H -2.033573 1.112878 1.050208 0.0 -0.1 -0.1
H -2.862535 -0.176310 0.169191 0.1 0.1 0.0
H -2.071174 1.124075 -0.738712 0.1 -0.1 0.1
H 2.120785 -0.125729 0.881232 0.0 0.0 -0.2
H 0.404691 -1.773463 1.026840 0.0 0.1 0.1
H 2.587341 0.807734 -0.534483 -0.1 -0.1 0.0
H 2.300200 -0.937808 -0.684997 -0.1 0.1 0.0
H 0.311505 1.252124 -0.929076 0.0 -0.1 0.1
```
Positions in Å, forces in eV/Å.

Properties
**ΔE to the lowest compared entry with this formula, charge and spin**: 112.73 kcal/mol
**E**: -7357.3669 eV
**Gap between HOMO and LUMO**: 8.6 eV
**M**: 84.12 g mol⁻¹
**LUMO energy**: -0.3 eV
**2S+1**: 1


The following is a DFT calculation (ωB97M-V/def2-TZVPD) of the molecule C2H2O2S2 in a non-equilibrium geometry.

Geometry as XYZ:
```
8
Properties=species:S:1:pos:R:3:forces:R:3
C 0.515049 -0.316403 -0.309208 -0.8 0.1 -0.2
C -0.693707 0.368829 0.361651 1.0 0.5 -0.2
H 2.770536 -0.750857 -0.185408 -0.3 0.1 0.0
H -2.563232 0.563869 0.211469 0.2 0.2 -0.1
O -1.829877 0.256976 -0.346755 0.3 -0.2 0.8
O -0.512951 1.013749 1.366784 -0.8 -0.5 -0.4
S 1.942661 -0.030004 0.601102 0.5 0.0 0.4
S 0.371520 -1.106160 -1.699637 0.1 -0.3 -0.3
```
Positions in Å, forces in eV/Å.

Properties
**ΔE to the lowest compared entry with this formula, charge and spin**: 3.65 kcal/mol
**E**: -27871.4476 eV
**Gap between HOMO and LUMO**: 7.9 eV
**M**: 122.17 g mol⁻¹
**LUMO energy**: -1.1 eV
**2S+1**: 1
**SMILES**: O=C(O)C(=S)S


The following is a DFT calculation (ωB97M-V/def2-TZVPD) of the molecule C2H4S3 in a non-equilibrium geometry.

Geometry as XYZ:
```
9
Properties=species:S:1:pos:R:3:forces:R:3
C -0.058629 0.911436 1.392603 2.6 0.2 0.0
C 0.212099 -0.582624 -0.759836 1.4 0.0 1.8
S 1.109464 0.118750 0.468505 -1.3 0.9 0.8
S 0.940252 -2.029320 -1.412619 -0.1 -0.7 1.1
S -1.468062 -0.241566 -0.860668 -0.8 0.0 1.2
H 0.050798 1.810794 2.017888 0.4 -0.8 -0.4
H -0.979921 0.658521 1.001686 -2.0 0.1 0.1
H 1.060430 -1.494040 -2.569660 0.4 0.4 -2.0
H -1.279059 -0.258781 -2.109895 -0.6 -0.1 -2.7
```
Positions in Å, forces in eV/Å.

Properties
**ΔE to the lowest compared entry with this formula, charge and spin**: 68.94 kcal/mol
**E**: -34641.2364 eV
**Gap between HOMO and LUMO (spin up / spin down)**: 7.5 / 7.5 eV
**M**: 124.26 g mol⁻¹
**LUMO energy (spin up / spin down)**: -0.3 / -0.2 eV
**2S+1**: 1


The following is a DFT calculation (ωB97M-V/def2-TZVPD) of a structure of composition C7H9Br2Cl in a non-equilibrium geometry.

Geometry as XYZ:
```
19
Properties=species:S:1:pos:R:3:forces:R:3
C 0.867555 -0.852197 1.117380 0.2 -2.1 0.0
C 1.682098 0.141944 0.296024 -1.1 1.2 2.9
C -0.182941 -1.568008 0.206014 0.4 1.9 2.1
C 0.858792 1.273371 -0.284069 0.2 1.7 -1.9
C -0.946567 -0.490503 -0.629010 -1.1 -0.6 -3.0
C -0.305864 0.786098 -1.138818 2.0 -0.1 1.8
C -2.262881 0.025779 -0.008141 0.2 1.0 -0.4
Cl -0.922983 1.829880 -2.365360 0.5 -0.7 0.5
Br -3.578794 0.598243 -1.295301 0.0 -0.7 0.7
Br -2.124526 1.390275 1.393150 0.0 -0.8 -0.3
H 1.510754 -1.669321 1.609972 -0.6 1.2 -0.9
H 0.372617 -0.419090 1.964701 -0.3 0.8 0.3
H 2.327179 0.647642 1.019657 0.5 -0.2 -0.2
H 2.258003 -0.325120 -0.437063 0.9 -0.8 -1.3
H 0.421233 -2.286059 -0.286003 0.1 -0.5 -1.6
H -0.855316 -2.167389 0.853239 -0.1 0.6 -0.6
H 0.484156 2.033603 0.401936 -0.4 -0.5 1.0
H 1.587126 1.999792 -0.784947 -1.0 -1.2 -0.3
H -1.189642 -0.948940 -1.633362 -0.6 -0.1 1.2
```
Positions in Å, forces in eV/Å.

Properties
**ΔE to the lowest compared entry with this formula, charge and spin**: 74.73 kcal/mol
**E**: -160008.6952 eV
**Gap between HOMO and LUMO (spin up / spin down)**: 7.2 / 8.4 eV
**M**: 288.41 g mol⁻¹
**LUMO energy (spin up / spin down)**: -0.6 / 0.1 eV
**2S+1**: 1


The following is a DFT calculation (ωB97M-V/def2-TZVPD) of a structure of composition C37H44F3N3O7PbSSb in a non-equilibrium geometry.

Geometry as XYZ:
```
97
Properties=species:S:1:pos:R:3:forces:R:3
Pb 1.109452 -0.643870 1.071222 -0.5 0.1 -1.1
C 1.405340 -5.542614 2.601691 -0.1 0.1 0.1
N 1.892625 -4.559497 3.588547 -0.6 -0.5 -0.5
C 2.124817 -5.016973 4.947551 -0.1 0.5 0.1
C 1.867048 -3.292129 3.173185 0.7 1.3 -1.2
O 1.808151 -3.001500 1.951305 -0.1 -0.2 1.7
C 2.028302 -2.151944 4.226905 0.1 0.1 0.1
O 2.247362 -0.969004 3.478102 0.2 1.1 -0.4
C 2.532278 0.361023 3.984920 0.2 -0.5 0.1
C 3.158904 1.163215 2.822363 -0.8 -0.1 -0.3
O 2.923312 0.786199 1.660547 1.8 1.2 1.5
N 3.829223 2.300897 3.108188 0.1 -0.4 0.0
C 4.068808 2.846691 4.460137 0.3 -0.2 -0.7
C 4.401269 3.023978 1.977668 0.7 -0.4 -0.5
H 0.301147 -5.570014 2.571696 0.4 0.0 0.3
H 1.793253 -6.534020 2.869543 0.0 0.3 -0.3
H 1.708407 -5.169996 1.622347 0.2 -0.5 0.1
H 1.196214 -5.292175 5.423697 -0.5 -0.1 0.2
H 2.535250 -4.177304 5.518546 0.2 -0.6 0.0
H 2.756834 -5.919836 4.973204 0.1 0.6 -0.2
H 2.938261 -2.388471 4.805547 -0.4 0.2 0.1
H 1.115897 -2.086020 4.872029 0.7 -0.1 -0.4
H 3.259329 0.392251 4.812389 -0.5 -0.5 0.0
H 1.588411 0.872606 4.260302 0.4 -0.3 0.1
H 3.204517 3.405249 4.822043 0.0 -0.1 0.1
H 4.924203 3.530311 4.373865 -0.3 -0.2 0.1
H 4.363760 2.051182 5.146247 -0.2 0.2 0.1
H 4.556108 2.328428 1.151342 -0.2 0.0 0.1
H 5.411305 3.401141 2.218925 -0.7 0.1 0.2
H 3.739244 3.795439 1.598678 0.0 0.3 0.2
C -2.386380 2.869787 2.866616 0.3 0.6 0.1
S -0.552263 2.913299 2.459290 -1.6 -0.1 -0.5
O -0.225981 1.628374 1.762408 0.0 -0.3 0.4
C -0.609312 4.140328 1.147607 -0.7 -0.2 0.4
C 0.535325 4.863644 1.013662 2.0 0.7 0.6
C 0.613405 5.915556 0.105196 1.6 0.1 0.0
C -0.430540 6.149560 -0.762811 0.6 1.8 -0.5
C -1.611992 5.468158 -0.601842 -0.1 -0.5 -0.3
C -1.685287 4.433635 0.329943 -1.5 -0.6 -0.8
H -2.974294 2.682234 1.972495 0.2 -0.1 -0.2
H -2.728922 3.844299 3.294167 0.6 -0.7 -0.2
H -2.587558 2.048356 3.556826 0.4 0.1 0.1
H 1.428604 4.597976 1.634657 -0.9 0.4 -0.4
H 1.549353 6.526724 0.056984 -0.9 -0.7 -0.1
H -0.311991 6.946938 -1.547447 -0.3 -0.9 0.9
H -2.420058 5.739349 -1.274771 -0.2 -0.5 0.2
H -2.587425 3.788235 0.278441 0.6 0.6 0.4
C -2.538505 -1.872215 3.467005 1.3 0.2 -0.7
O -1.211128 -1.256827 3.084287 -2.0 -0.9 0.5
C -0.751685 -1.691227 1.880728 -0.7 -0.9 -0.3
O -1.314364 -2.554004 1.214640 0.2 0.8 0.8
H -3.346054 -1.299311 3.023669 0.0 0.1 -0.2
H -2.615904 -1.827365 4.538062 0.2 0.0 0.4
H -2.540578 -2.895282 3.076263 -0.2 0.3 0.3
F 1.057889 -1.400792 -7.842291 -0.6 0.3 0.5
C 0.489866 -1.135261 -6.632799 0.6 -0.3 0.5
C 1.367902 -1.014786 -5.540598 -0.5 -0.1 -0.5
C 0.817659 -0.790932 -4.276092 0.5 -0.3 0.0
C -0.567164 -0.796203 -4.095200 -0.3 0.7 0.1
C -1.416426 -0.934743 -5.201935 0.6 0.3 0.1
C -0.897961 -1.056154 -6.494571 0.3 -0.2 0.3
Sb -1.386002 0.080437 -2.285905 0.1 -0.4 0.4
C -3.040020 -1.318166 -1.899672 1.1 0.4 -0.7
C -4.130141 -0.954437 -1.128556 0.0 0.4 0.2
C -5.134657 -1.855028 -0.814558 -0.1 -0.6 -0.1
C -4.976122 -3.180053 -1.235498 -0.3 -0.1 -0.2
F -5.956550 -4.106095 -0.974670 0.8 0.8 0.0
C -3.859107 -3.592652 -1.959876 0.3 0.6 0.3
C -2.885778 -2.642208 -2.301638 0.1 -0.4 -0.3
C -2.264465 1.798821 -3.307461 1.0 -0.9 -0.1
C -1.339065 2.619727 -3.971326 -0.6 -0.7 0.6
C -1.786393 3.745710 -4.627384 1.0 1.3 -0.5
C -3.142455 3.984981 -4.694141 -1.2 1.0 -0.4
F -3.591651 5.179890 -5.274010 0.6 -1.7 0.6
C -4.084068 3.099919 -4.182776 -0.2 0.4 0.2
C -3.610044 2.041029 -3.406846 -0.2 0.3 -0.5
H 2.450508 -1.107692 -5.695237 -0.6 0.1 0.0
H 1.517506 -0.650439 -3.434312 -0.6 0.0 -0.3
H -2.483848 -0.859753 -5.005189 0.1 -0.1 -0.4
H -1.559312 -1.081966 -7.351048 0.2 -0.2 -0.1
H -4.179104 0.054948 -0.715421 -0.2 -0.2 -0.2
H -5.999708 -1.502579 -0.256791 0.1 -0.4 -0.1
H -3.679742 -4.627724 -2.202327 -0.4 -0.2 -0.1
H -1.993433 -2.965253 -2.896973 -0.9 0.3 0.6
H -0.298290 2.319362 -3.930143 0.1 0.4 -0.1
H -1.078796 4.494035 -5.058747 -0.7 -0.8 0.3
H -5.160711 3.241682 -4.330014 0.5 0.2 0.1
H -4.289296 1.383646 -2.904764 -0.5 -0.3 0.0
C 4.082018 -2.390805 -1.448187 -0.1 0.2 -1.0
C 2.605630 -2.567330 -1.469194 -2.5 0.5 0.2
N 2.091917 -3.700537 -1.982458 -0.3 -0.5 -0.3
O 1.790516 -1.701179 -1.043679 1.8 -1.4 -1.1
H 4.594188 -3.118134 -2.089932 -0.1 0.2 0.2
H 4.417411 -2.487314 -0.437763 0.3 0.0 0.7
H 4.284078 -1.376796 -1.811858 0.1 -0.2 0.2
H 2.669510 -4.409008 -2.416596 -0.1 0.2 0.2
H 1.068212 -3.823632 -2.040369 1.1 0.3 0.2
```
Positions in Å, forces in eV/Å.

Properties
**ΔE to the lowest compared entry with this formula, charge and spin**: 38.46 kcal/mol
**Total charge**: +1
**E**: -88650.3960 eV
**Gap between HOMO and LUMO**: 7.2 eV
**M**: 1060.79 g mol⁻¹
**LUMO energy**: -1.8 eV
**2S+1**: 1